No. 1
ORCA calculation (ωB97M-V with the def2-TZVPD basis set) on a cluster of 2 separate species, C2H8NO2 in total.

Positions of all 13 atoms, in Å:
C  1.730  0.211  -0.772
N  0.347  0.174  -1.244
H  2.290  1.047  -1.223
H  2.338  -0.643  -1.063
H  1.775  0.292  0.307
H  -0.325  -0.441  -0.597
H  -0.110  1.068  -1.132
H  0.263  -0.083  -2.226
O  -1.475  -0.507  0.342
C  -2.031  -0.127  1.436
O  -1.215  -0.224  2.449
H  -3.114  0.096  1.484
H  -0.472  -0.864  2.240

Properties
Relative energy (zero: lowest compared OMol25 entry of this formula, charge and spin): 35.9 kcal/mol
HOMO energy (spin up / spin down): -22.10 / -22.08 eV
2S+1: 2
Net charge: +2

These are the natural (NBO) partial charges, in e, on atoms 1 to 5: -0.46 -0.67 0.28 0.27 0.22

---

No. 2
ORCA calculation (ωB97M-V with the def2-TZVPD basis set) on an isolated molecule of C2H8NO2P.

Positions of all 14 atoms, in Å:
C  0.491  -2.417  -0.911
O  0.902  -1.222  -0.197
P  1.136  0.397  -0.791
O  0.667  1.477  0.394
C  -0.760  1.977  0.599
N  -1.602  0.935  1.099
H  1.254  -2.606  -1.701
H  -0.361  -2.205  -1.553
H  0.230  -3.129  -0.210
H  2.482  0.503  -0.307
H  -0.627  2.863  1.326
H  -1.036  2.533  -0.267
H  -1.346  0.174  0.425
H  -1.430  0.721  2.091

Properties
Relative energy (zero: lowest compared OMol25 entry of this formula, charge and spin): 67.5 kcal/mol
HOMO energy: -8.86 eV
SMILES string: COPOCN

These are the natural (NBO) partial charges, in e, on atoms 1 to 5: -0.23 -0.85 1.11 -0.85 0.08

---

No. 3
ORCA calculation (ωB97M-V with the def2-TZVPD basis set) on a cluster of 2 separate species, C2H8NO2P in total.

Positions of all 14 atoms, in Å:
C  0.680  0.822  1.448
C  1.082  0.024  0.105
N  1.279  -1.355  0.272
O  0.026  2.104  -1.424
O  -2.852  -0.950  -0.948
P  0.137  0.617  -1.356
H  -0.363  0.438  1.709
H  0.774  1.891  1.271
H  1.396  0.473  2.174
H  0.248  0.212  -2.768
H  0.954  -1.650  1.196
H  -2.156  -0.381  -0.771
H  1.349  -2.155  -0.398
H  -3.608  -0.405  -1.181

Properties
Relative energy (zero: lowest compared OMol25 entry of this formula, charge and spin): 97.6 kcal/mol
HOMO energy (spin up / spin down): -7.71 / -7.72 eV

These are the natural (NBO) partial charges, in e, on atoms 1 to 5: -0.66 -0.10 -0.80 -1.09 -0.94

---

No. 4
ORCA calculation (ωB97M-V with the def2-TZVPD basis set) on an isolated molecule of C2H8NO2P.

Positions of all 14 atoms, in Å:
C  1.999  0.597  -0.783
N  0.893  1.099  0.026
P  -0.869  0.265  0.103
C  -0.679  -1.286  1.054
O  -1.638  1.449  0.592
O  -2.041  -0.640  -1.023
H  2.320  -0.376  -0.283
H  1.649  0.420  -1.765
H  2.745  1.262  -0.674
H  0.839  2.149  -0.005
H  -0.397  -2.155  0.458
H  -0.162  -1.371  1.950
H  -1.769  -1.343  1.304
H  -2.890  -0.069  -0.956

Properties
Relative energy (zero: lowest compared OMol25 entry of this formula, charge and spin): 54.9 kcal/mol
HOMO energy: -9.53 eV
SMILES string: CN[P@@](C)(=O)O

These are the natural (NBO) partial charges, in e, on atoms 1 to 5: -0.41 -0.87 2.10 -1.00 -1.08

---

No. 5
ORCA calculation (ωB97M-V with the def2-TZVPD basis set) on a cluster of 2 separate species, C2H8NO3 in total.

Positions of all 14 atoms, in Å:
O  0.768  2.588  -1.356
C  -0.062  1.756  -1.159
O  -1.363  1.898  -0.967
C  0.238  0.275  -1.029
N  1.731  0.032  -1.180
H  -1.622  2.787  -1.152
H  0.016  0.015  0.005
H  -0.255  -0.339  -1.719
H  2.098  0.563  -1.966
H  2.240  0.273  -0.336
H  1.827  -0.975  -1.262
H  -2.039  -4.847  4.947
H  -1.013  -5.898  5.124
O  -1.236  -5.173  4.524

Properties
Relative energy (zero: lowest compared OMol25 entry of this formula, charge and spin): 19.1 kcal/mol
HOMO energy: -13.38 eV
Net charge: +1

These are the natural (NBO) partial charges, in e, on atoms 1 to 5: -0.54 0.77 -0.64 -0.33 -0.66

---

No. 6
ORCA calculation (ωB97M-V with the def2-TZVPD basis set) on a cluster of 2 separate species, C2H8NO3 in total.

Positions of all 14 atoms, in Å:
O  -0.160  1.200  0.275
C  0.109  0.035  0.344
O  1.249  -0.564  0.288
C  -1.041  -0.973  0.548
N  -2.212  -0.416  -0.208
H  2.048  0.003  0.125
H  -1.298  -0.885  1.600
H  -0.791  -1.994  0.330
H  -2.404  0.515  0.158
H  -3.049  -0.981  -0.053
H  -1.942  -0.371  -1.185
H  2.662  2.101  -0.676
H  3.897  1.156  -0.778
O  2.934  1.174  -0.768

Properties
Relative energy (zero: lowest compared OMol25 entry of this formula, charge and spin): 6.0 kcal/mol
HOMO energy: -15.22 eV
Net charge: +1

These are the natural (NBO) partial charges, in e, on atoms 1 to 5: -0.60 0.78 -0.66 -0.34 -0.66

---

No. 7
ORCA calculation (ωB97M-V with the def2-TZVPD basis set) on an isolated molecule of C2H8NO3P.

Positions of all 15 atoms, in Å:
C  -1.169  1.712  0.209
O  0.061  1.678  -0.609
P  0.978  0.151  0.002
N  0.739  -0.392  1.424
O  2.412  0.428  -0.602
O  0.357  -1.042  -0.967
C  -0.584  -1.866  -0.305
H  -1.196  2.784  0.525
H  -1.180  1.058  0.996
H  -1.872  1.387  -0.566
H  1.572  -0.325  2.013
H  2.436  0.653  -1.509
H  -1.000  -2.584  -1.160
H  -1.397  -1.327  0.034
H  -0.157  -2.315  0.513

Properties
Relative energy (zero: lowest compared OMol25 entry of this formula, charge and spin): 28.3 kcal/mol
HOMO energy: -9.87 eV
SMILES string: COP(=N)(O)OC

These are the natural (NBO) partial charges, in e, on atoms 1 to 5: -0.27 -0.78 2.36 -1.34 -0.97

---

No. 8
ORCA calculation (ωB97M-V with the def2-TZVPD basis set) on a cluster of 2 separate species, C2H8NO3PS in total.

Positions of all 16 atoms, in Å:
O  -0.868  0.209  1.238
P  -1.803  -0.139  0.174
O  -1.264  -0.372  -1.245
O  -2.838  -1.407  0.561
S  -3.235  1.342  -0.076
H  -0.258  -0.265  -1.021
H  -2.605  -1.931  -0.185
H  -2.841  2.047  0.950
C  1.544  1.068  0.132
N  0.983  -0.031  -0.183
C  1.710  -1.319  0.123
H  2.551  1.076  0.490
H  0.821  1.881  -0.050
H  1.000  -2.058  0.014
H  2.410  -1.367  -0.665
H  2.129  -1.357  1.136

Properties
Relative energy (zero: lowest compared OMol25 entry of this formula, charge and spin): 19.4 kcal/mol
HOMO energy: -9.50 eV
SMILES string: O=P(O)(O)S.C=NC

These are the natural (NBO) partial charges, in e, on atoms 1 to 5: -1.09 2.19 -1.04 -0.94 -0.36

---

No. 9
ORCA calculation (ωB97M-V with the def2-TZVPD basis set) on a cluster of 2 separate species, C2H8NO3PS in total.

Positions of all 16 atoms, in Å:
C  -2.455  1.633  0.414
C  0.212  -2.577  -0.964
N  2.085  -0.250  0.478
O  -2.070  -0.579  -1.249
O  -0.646  -1.282  0.898
O  -2.616  0.381  0.998
P  -2.542  -0.967  0.074
S  0.394  -2.314  0.639
H  -2.341  1.726  -0.696
H  -1.741  2.069  1.031
H  -3.321  2.299  0.467
H  -0.484  -2.012  -1.362
H  0.871  -3.313  -1.429
H  1.494  0.072  1.257
H  2.813  -0.874  0.836
H  2.539  0.480  0.007

Properties
Relative energy (zero: lowest compared OMol25 entry of this formula, charge and spin): 3.8 kcal/mol
HOMO energy (spin up / spin down): -7.39 / -9.11 eV
2S+1: 3

These are the natural (NBO) partial charges, in e, on atoms 1 to 5: -0.27 -0.55 -1.07 -1.12 -0.84